Version w
8
Properties=species:S:1:pos:R:3:nbo_charge:R:1 method="wB97M-V/def2-TZVPD" spin_multiplicity=1 smiles="O=CCN=O"
O 0.2990 -0.6773 1.4364 -0.4091
C 0.8386 -0.1711 0.5069 0.4451
C -0.1578 0.4738 -0.5615 -0.4284
N -1.1076 -0.5600 -0.5282 0.0516
O -1.6130 -0.7637 0.5920 -0.2767
H 1.8272 -0.0931 0.1854 0.1509
H -0.3134 1.2987 0.0449 0.2366
H 0.2270 0.4927 -1.6757 0.2300



Version x
8
Properties=species:S:1:pos:R:3:nbo_charge:R:1 method="wB97M-V/def2-TZVPD" spin_multiplicity=1 smiles="O=CCN=O"
O 1.7007 1.1848 0.1296 -0.4737
C 1.0550 0.3136 -0.4161 0.4227
C -0.1334 -0.3097 0.2506 -0.4540
N -1.3492 0.0215 -0.5124 0.1530
O -2.2556 0.4071 0.1826 -0.2509
H 1.2713 -0.0861 -1.3597 0.1232
H -0.1770 -1.4340 0.3400 0.2521
H -0.1117 -0.0970 1.3854 0.2277



Version y
8
Properties=species:S:1:pos:R:3:nbo_charge:R:1 method="wB97M-V/def2-TZVPD" spin_multiplicity=1 smiles="N=C=O.C=O"
N 2.9204 -0.8228 -0.2874 -0.7817
C 1.9303 -0.7450 -1.0069 0.8708
O 1.2687 -0.7651 -1.9605 -0.5263
H 2.9302 -0.5825 0.7436 0.4250
C -0.8322 0.4266 -0.3400 0.3106
O -0.0030 -0.0129 0.4169 -0.5214
H -1.2000 -0.1231 -1.2106 0.1157
H -1.2009 1.3781 -0.2680 0.1073



Verdict on stability: version w comes out at the bottom.



Version w
8
Properties=species:S:1:pos:R:3:nbo_charge:R:1 method="wB97M-V/def2-TZVPD" spin_multiplicity=1 smiles="O=C1CON1"
O -1.4771 -1.0740 -0.7992 -0.4929
C -0.5683 -0.4752 -0.3765 0.6871
C -0.1903 0.4032 0.7916 -0.1915
O 1.1653 0.5679 0.3229 -0.3871
N 0.9925 -0.4097 -0.7648 -0.4020
H -0.6708 1.2871 0.7991 0.2075
H -0.4452 -0.2021 1.7499 0.2124
H 1.1938 -0.0972 -1.7230 0.3666



Version x
8
Properties=species:S:1:pos:R:3:nbo_charge:R:1 method="wB97M-V/def2-TZVPD" spin_multiplicity=1
C 0.2676 -0.8469 0.2245 0.2646
C 0.3860 0.7256 0.2904 -0.2272
N -1.7591 -0.0532 -0.1287 0.2135
O -0.8784 1.0548 -0.3049 -0.3598
O -0.9866 -1.1482 0.1032 -0.3419
H 1.4720 -1.8258 -1.0558 0.0024
H 0.3179 1.0197 1.2718 0.2113
H 1.1805 1.0740 -0.4004 0.2369



Version y
8
Properties=species:S:1:pos:R:3:nbo_charge:R:1 method="wB97M-V/def2-TZVPD" spin_multiplicity=1
C 0.6978 -0.7586 1.2116 0.8795
C -0.9196 0.6156 -1.4805 0.0659
N -0.2008 -1.2924 1.7710 -0.7377
O 1.4266 -0.1445 0.5529 -0.5680
O 0.1379 1.3804 -1.4893 -0.6477
H -1.6165 1.0774 -2.2210 0.0638
H -0.3419 -1.9304 2.5184 0.4311
H 0.8163 1.0525 -0.8631 0.5131



Verdict on stability: version x comes out at the bottom.



Version w
8
Properties=species:S:1:pos:R:3:nbo_charge:R:1 method="wB97M-V/def2-TZVPD" spin_multiplicity=1 smiles="C=[N+]([O-])C=O"
C 0.4942 -0.6652 -0.0502 -0.2070
N 0.4140 0.6183 0.0177 0.0362
O 1.2683 1.5669 -0.0171 -0.5109
C -1.1880 1.1257 0.0368 0.5531
O -1.9946 0.2849 0.0022 -0.4561
H 1.3805 -1.2089 0.1499 0.2036
H -0.3913 -1.3661 -0.0326 0.2214
H -1.2637 2.1540 -0.1077 0.1597



Version x
8
Properties=species:S:1:pos:R:3:nbo_charge:R:1 method="wB97M-V/def2-TZVPD" spin_multiplicity=1 smiles="O=CNC=O"
O -0.9617 0.6494 1.3351 -0.4898
C -1.2839 0.0594 0.3353 0.5489
N -0.3704 -0.2815 -0.7803 -0.7124
C 1.0243 -0.3553 -0.7737 0.5530
O 1.6838 0.0566 0.0929 -0.5198
H -2.2012 -0.4737 0.0489 0.1190
H -0.9672 -0.5643 -1.6039 0.3997
H 1.5420 -0.8627 -1.7766 0.1014



Verdict on stability: version w comes out at the bottom.